(1)
# C18H36ClN5O12

A 7-piece molecular cluster, C18H36ClN5O12 overall at a distorted geometry (wB97M-V/def2-TZVPD, the OMol25 dataset).

Results
frontier orbital gap = 6.08 eV
2S+1 = 1

Cartesian coordinates (Å):
C 35.701 -10.182 -9.370
C 36.561 -8.924 -9.691
C 35.698 -7.992 -10.584
N 36.317 -6.565 -10.746
C 36.302 -5.829 -9.421
C 37.687 -6.472 -11.392
C 37.504 -6.565 -12.923
C 35.990 -6.200 -13.121
C 35.456 -5.809 -11.705
H 34.992 -9.970 -8.570
H 36.364 -11.002 -9.093
H 35.108 -10.571 -10.198
H 37.459 -9.277 -10.197
H 36.901 -8.484 -8.754
H 34.692 -7.922 -10.169
H 35.644 -8.450 -11.572
H 36.696 -4.819 -9.539
H 36.924 -6.401 -8.733
H 35.268 -5.755 -9.082
H 38.036 -5.469 -11.144
H 38.460 -7.024 -10.858
H 38.149 -5.861 -13.448
H 37.679 -7.553 -13.350
H 35.865 -5.420 -13.873
H 35.573 -7.081 -13.609
H 35.638 -4.750 -11.520
H 34.419 -6.064 -11.487
Cl 30.601 -9.037 -18.727
O 30.933 -7.646 -18.949
O 29.210 -9.181 -18.963
O 31.274 -9.985 -19.577
O 30.842 -9.283 -17.351
C 29.345 -5.234 -24.675
N 29.159 -4.928 -26.115
O 29.535 -5.694 -26.940
O 28.660 -3.865 -26.414
H 29.653 -6.274 -24.566
H 28.366 -5.106 -24.213
H 30.074 -4.539 -24.260
C 27.302 -6.248 -12.786
N 27.157 -7.272 -11.688
O 28.255 -7.637 -11.276
O 26.113 -7.833 -11.332
H 26.650 -6.645 -13.564
H 28.362 -6.139 -13.018
H 26.817 -5.347 -12.410
C 29.623 -16.103 -16.770
N 30.119 -16.658 -15.462
O 29.773 -16.128 -14.399
O 30.772 -17.681 -15.472
H 30.503 -15.521 -17.042
H 28.699 -15.538 -16.639
H 29.551 -16.973 -17.422
C 37.347 -7.283 -21.441
N 38.814 -7.018 -21.111
O 39.272 -5.880 -21.150
O 39.435 -7.941 -20.676
H 37.228 -7.297 -22.524
H 36.826 -6.392 -21.092
H 37.045 -8.239 -21.012
C 25.531 -11.879 -25.033
C 25.347 -12.707 -23.898
C 24.137 -13.282 -23.717
C 23.082 -13.113 -24.559
C 23.247 -12.317 -25.632
C 24.466 -11.729 -25.899
H 26.469 -11.389 -25.247
H 26.117 -12.971 -23.187
H 24.019 -13.930 -22.861
H 22.127 -13.610 -24.469
H 22.378 -12.153 -26.251
H 24.545 -10.994 -26.687

---

(2)
# C18H36F4NO25S6

A 7-piece molecular cluster, C18H36F4NO25S6 overall at a distorted geometry (wB97M-V/def2-TZVPD, the OMol25 dataset).

Results
net charge = +1
frontier orbital gap = 10.07 eV
2S+1 = 1

Cartesian coordinates (Å):
F -2.796 -2.289 -0.824
C -2.543 -3.656 -0.645
C -1.067 -4.011 -0.916
N -0.118 -2.994 -0.362
C 0.461 -3.355 0.976
C 1.701 -2.482 1.314
O 1.744 -1.998 2.645
C 0.700 -1.098 2.945
C 0.710 0.197 2.100
F -0.065 1.106 2.761
F 1.929 0.735 2.049
F 0.149 0.054 0.871
H -2.766 -3.943 0.399
H -3.214 -4.170 -1.352
H -0.921 -4.165 -1.997
H -0.864 -4.985 -0.441
H 0.651 -2.932 -1.044
H -0.534 -2.058 -0.291
H -0.315 -3.312 1.754
H 0.791 -4.405 0.901
H 2.574 -3.145 1.201
H 1.863 -1.677 0.572
H -0.311 -1.553 2.944
H 0.866 -0.771 3.987
C -1.547 1.226 -2.995
C -2.334 -0.064 -3.057
O -2.026 -0.626 -4.333
S -0.514 -0.235 -4.730
O 0.332 -1.326 -4.387
O -0.524 0.342 -6.019
O -0.301 0.923 -3.635
H -2.040 2.020 -3.558
H -1.378 1.561 -1.974
H -3.405 0.097 -2.957
H -2.001 -0.767 -2.292
C 5.633 -1.073 -2.837
C 6.124 -1.162 -1.411
O 4.924 -1.160 -0.614
S 3.758 -1.887 -1.426
O 3.666 -3.237 -0.976
O 2.622 -1.027 -1.452
O 4.445 -1.885 -2.865
H 5.354 -0.050 -3.099
H 6.365 -1.441 -3.551
H 6.770 -0.332 -1.142
H 6.647 -2.104 -1.230
C -0.726 4.778 0.854
C -2.047 4.060 1.034
O -2.999 4.839 0.287
S -2.248 5.489 -0.983
O -2.491 4.672 -2.120
O -2.495 6.882 -0.983
O -0.732 5.231 -0.501
H -0.657 5.652 1.506
H 0.127 4.126 1.031
H -2.343 3.992 2.075
H -2.015 3.057 0.600
C -6.277 6.051 3.704
C -7.125 4.799 3.608
O -6.738 4.193 2.370
S -5.181 4.501 2.091
O -4.419 3.378 2.522
O -5.052 5.052 0.798
O -5.000 5.671 3.177
H -6.679 6.853 3.082
H -6.177 6.404 4.728
H -8.191 5.016 3.612
H -6.894 4.101 4.416
C -6.135 -3.528 0.935
C -6.454 -3.032 2.329
O -6.719 -4.219 3.082
S -5.816 -5.425 2.518
O -4.655 -5.539 3.327
O -6.660 -6.522 2.236
O -5.382 -4.728 1.126
H -7.044 -3.780 0.385
H -5.556 -2.804 0.364
H -7.310 -2.363 2.348
H -5.593 -2.531 2.779
C 11.013 0.309 -0.621
C 11.014 -0.454 -1.929
O 9.746 -0.147 -2.527
S 9.317 1.350 -2.118
O 9.669 2.227 -3.169
O 8.002 1.301 -1.577
O 10.364 1.551 -0.919
H 10.425 -0.209 0.141
H 12.017 0.485 -0.244
H 11.121 -1.526 -1.786
H 11.799 -0.097 -2.598

---

(3)
# C18H36MoNO8SSi

C18H36MoNO8SSi as an isolated structure (wB97M-V/def2-TZVPD, the OMol25 dataset).

Results
net charge = +3
frontier orbital gap = 5.19 eV
2S+1 = 1
ΔE to the lowest compared entry with this formula, charge and spin = 0.844 eV

Cartesian coordinates (Å):
Mo -5.791 0.091 -0.089
O -7.143 1.656 0.120
C -8.379 0.979 0.614
C -8.575 -0.347 -0.133
N -7.453 -1.388 -0.066
C -7.475 -2.204 -1.302
C -6.961 -1.329 -2.428
O -7.093 -1.417 -3.580
O -6.207 -0.263 -1.836
C -7.486 -2.183 1.179
C -6.901 -1.332 2.283
O -7.043 -1.390 3.440
O -6.077 -0.343 1.681
H -7.104 2.602 0.341
H -8.290 0.890 1.695
H -9.223 1.617 0.356
H -9.484 -0.814 0.252
H -8.741 -0.126 -1.187
H -6.807 -3.060 -1.189
H -8.476 -2.570 -1.538
H -8.497 -2.501 1.439
H -6.863 -3.072 1.063
C 5.501 -1.479 -1.888
C 4.204 -2.059 -1.358
C 3.086 -2.012 -2.379
C 4.392 -3.440 -0.769
O 3.783 -1.210 -0.191
Si 3.558 0.329 -0.014
S -3.757 -0.078 -0.149
O 3.375 1.246 -1.273
C 3.525 2.726 -1.474
C 4.880 3.122 -0.920
C 3.445 2.911 -2.974
C 2.381 3.402 -0.746
O 3.451 0.945 1.424
C 3.914 0.458 2.770
C 3.694 1.639 3.690
C 3.055 -0.733 3.141
C 5.381 0.099 2.638
H 5.869 -2.096 -2.707
H 6.266 -1.465 -1.111
H 5.353 -0.469 -2.278
H 3.337 -2.661 -3.218
H 2.946 -1.001 -2.766
H 2.154 -2.370 -1.941
H 4.690 -4.131 -1.557
H 3.464 -3.801 -0.326
H 5.170 -3.434 -0.007
H 5.678 2.566 -1.413
H 4.929 2.959 0.159
H 5.054 4.182 -1.099
H 4.231 2.348 -3.476
H 3.575 3.966 -3.217
H 2.478 2.586 -3.355
H 2.445 3.236 0.330
H 1.424 3.033 -1.117
H 2.423 4.476 -0.926
H 2.639 1.912 3.725
H 4.273 2.501 3.361
H 4.015 1.377 4.698
H 2.001 -0.454 3.162
H 3.332 -1.081 4.136
H 3.201 -1.558 2.442
H 5.962 0.958 2.300
H 5.524 -0.737 1.950
H 5.771 -0.205 3.609

---

(4)
# C18H36N2O2

One molecule with the formula C18H36N2O2 (wB97M-V/def2-TZVPD, the OMol25 dataset).

Results
frontier orbital gap = 9.80 eV
2S+1 = 1
ΔE to the lowest compared entry with this formula, charge and spin = 0.000 eV

Cartesian coordinates (Å):
C 0.065 -1.219 -3.416
C 0.189 -1.832 -2.026
C -1.032 -2.683 -1.680
C -1.166 -3.022 -0.182
C -2.301 -4.037 0.000
C 0.130 -3.597 0.387
N -1.485 -1.823 0.591
C -2.601 -1.080 0.455
O -3.465 -1.283 -0.380
C -2.737 0.029 1.493
C -3.123 1.367 0.857
C -1.904 2.198 0.458
C -1.000 1.506 -0.579
C 0.325 1.084 0.038
O 0.392 0.396 1.043
N 1.410 1.542 -0.616
C 2.803 1.348 -0.209
C 3.120 -0.151 -0.171
C 3.680 2.027 -1.260
C 3.021 1.950 1.192
C 2.688 3.436 1.304
C 2.757 3.902 2.754
H -0.038 -1.997 -4.168
H -0.810 -0.575 -3.472
H 0.946 -0.625 -3.656
H 0.295 -1.034 -1.290
H 1.091 -2.446 -1.987
H -0.997 -3.614 -2.250
H -1.939 -2.151 -1.971
H -3.223 -3.633 -0.406
H -2.449 -4.246 1.058
H -2.062 -4.965 -0.512
H 0.921 -2.851 0.384
H 0.454 -4.449 -0.205
H -0.027 -3.928 1.412
H -0.747 -1.443 1.166
H -3.537 -0.293 2.164
H -1.820 0.134 2.069
H -3.746 1.168 -0.018
H -3.716 1.952 1.564
H -2.250 3.152 0.055
H -1.320 2.414 1.356
H -1.502 0.611 -0.948
H -0.822 2.163 -1.431
H 1.267 2.104 -1.439
H 2.946 -0.599 -1.147
H 4.159 -0.306 0.107
H 2.484 -0.643 0.559
H 3.419 3.076 -1.371
H 4.725 1.962 -0.969
H 3.562 1.535 -2.223
H 4.061 1.787 1.481
H 2.389 1.398 1.888
H 1.681 3.614 0.920
H 3.387 4.026 0.708
H 2.523 4.962 2.827
H 3.753 3.741 3.159
H 2.046 3.350 3.364

---

(5)
# C18H36N3O10

A 3-piece molecular cluster, C18H36N3O10 overall at a distorted geometry (wB97M-V/def2-TZVPD, the OMol25 dataset).

Results
net charge = -1
frontier orbital gap = 7.07 eV
2S+1 = 1
ΔE to the lowest compared entry with this formula, charge and spin = 5.514 eV

Cartesian coordinates (Å):
C -0.315 -1.281 -1.911
C 0.943 -0.188 -1.774
N 0.815 1.030 -1.134
C 2.372 -0.707 -2.470
N 2.706 -2.016 -1.792
C 4.151 -2.109 -1.357
O 5.125 -2.184 -2.469
O 4.273 -3.417 -0.629
C 3.052 -3.631 0.208
N 1.924 -3.441 0.860
C 4.635 -0.961 -0.290
O 5.727 -0.222 -0.628
O 4.011 -0.659 1.011
H -0.608 -1.433 -3.043
H -1.241 -0.993 -1.256
H 0.098 -2.331 -1.526
H 1.776 1.467 -1.213
H 3.216 0.102 -2.443
H 2.081 -0.931 -3.605
H 2.407 -2.826 -2.384
H 4.986 -1.446 -3.136
C 4.847 2.355 1.251
O 3.780 2.909 2.005
C 3.094 1.950 2.805
C 2.838 2.481 4.221
O 4.008 2.662 5.027
C 4.911 3.706 4.640
C 4.353 5.128 4.749
O 3.359 5.371 3.757
C 2.235 6.086 4.244
H 4.461 1.916 0.330
H 5.538 3.166 0.999
H 5.406 1.609 1.824
H 3.649 1.009 2.871
H 2.132 1.749 2.318
H 2.233 1.737 4.746
H 2.233 3.390 4.209
H 5.319 3.511 3.649
H 5.757 3.629 5.332
H 5.159 5.849 4.587
H 3.951 5.281 5.762
H 1.909 5.709 5.219
H 1.410 5.941 3.539
H 2.466 7.150 4.307
C -6.213 -4.117 -4.600
O -6.481 -3.769 -3.251
C -5.590 -4.380 -2.321
C -5.100 -3.374 -1.272
O -4.243 -2.339 -1.769
C -4.835 -1.367 -2.640
C -5.899 -0.472 -1.996
O -7.086 -1.207 -1.710
C -7.657 -0.896 -0.450
H -6.681 -5.075 -4.836
H -6.645 -3.342 -5.241
H -5.139 -4.157 -4.805
H -4.724 -4.823 -2.823
H -6.144 -5.181 -1.818
H -4.499 -3.927 -0.544
H -5.928 -2.948 -0.701
H -5.206 -1.840 -3.548
H -4.008 -0.720 -2.957
H -6.169 0.329 -2.688
H -5.483 -0.017 -1.085
H -6.893 -0.827 0.332
H -8.340 -1.707 -0.177
H -8.220 0.037 -0.513

---

(6)
# C18H36N3PZr

C18H36N3PZr as an isolated structure (wB97M-V/def2-TZVPD, the OMol25 dataset).

Results
net charge = +4
frontier orbital gap = 7.35 eV
2S+1 = 1
ΔE to the lowest compared entry with this formula, charge and spin = 0.000 eV

Cartesian coordinates (Å):
Zr 1.203 -0.137 -0.046
N 2.128 -0.049 2.046
C 2.916 1.242 2.222
C 2.342 2.360 1.377
N 2.127 1.919 -0.062
C 3.390 1.948 -0.916
C 4.102 0.611 -0.919
N 3.120 -0.483 -1.291
H 2.755 -0.821 2.296
H 1.400 -0.083 2.767
H 2.927 1.526 3.275
H 3.951 1.037 1.954
H 1.380 2.697 1.761
H 3.011 3.223 1.398
H 1.511 2.627 -0.471
H 3.092 2.226 -1.929
H 4.058 2.733 -0.556
H 4.933 0.627 -1.626
H 4.527 0.358 0.051
H 2.972 -0.441 -2.304
H 3.597 -1.383 -1.174
C -2.954 1.969 -0.523
C -2.907 0.593 -1.175
C -2.795 0.697 -2.694
C -4.057 -0.291 -0.698
P -1.282 -0.256 -0.550
C -1.040 -0.325 1.247
C -0.789 0.957 1.807
C -0.705 1.115 3.181
C -0.841 0.005 4.022
C -1.063 -1.262 3.486
C -1.175 -1.429 2.108
C -0.697 -1.879 -1.361
C 0.059 -1.383 -2.616
C -1.874 -2.791 -1.764
C 0.236 -2.772 -0.504
H -3.860 2.452 -0.901
H -2.114 2.607 -0.806
H -3.060 1.920 0.561
H -3.698 1.213 -3.033
H -2.790 -0.268 -3.195
H -1.943 1.297 -3.018
H -4.980 0.201 -1.018
H -4.098 -0.371 0.389
H -4.057 -1.285 -1.140
H -0.775 1.835 1.160
H -0.580 2.104 3.610
H -0.800 0.140 5.097
H -1.190 -2.116 4.140
H -1.428 -2.409 1.726
H -0.628 -1.072 -3.403
H 0.700 -2.165 -3.029
H 0.674 -0.476 -2.443
H -2.558 -2.286 -2.441
H -2.431 -3.149 -0.898
H -1.474 -3.660 -2.290
H 1.172 -2.369 -0.033
H 0.640 -3.547 -1.160
H -0.280 -3.279 0.307

---

| no. | DFT total energy (eV) | HOMO level (eV) |
| --- | --- | --- |
| 1 | -63770.0781 | -7.274 |
| 2 | -147795.9656 | -12.609 |
| 3 | -57665.3326 | -17.570 |
| 4 | -26327.7975 | -9.146 |
| 5 | -44185.3813 | -4.812 |
| 6 | -34247.7937 | -22.494 |